{
  "formula": "C46H116O27P2",
  "method": "the ωB97M-V functional and the def2-TZVPD basis",
  "elements": ["C", "O", "P", "O", "O", "C", "O", "C", "H", "H", "H", "H", "H", "H", "H", "H", "H", "C", "O", "P", "O", "O", "C", "O", "C", "H", "H", "H", "H", "H", "H", "H", "H", "H", "C", "C", "C", "O", "C", "H", "H", "H", "H", "H", "H", "H", "H", "C", "O", "C", "C", "O", "C", "H", "H", "H", "H", "H", "H", "H", "H", "H", "H", "C", "O", "C", "C", "O", "C", "H", "H", "H", "H", "H", "H", "H", "H", "H", "H", "C", "O", "C", "C", "O", "C", "H", "H", "H", "H", "H", "H", "H", "H", "H", "H", "C", "O", "C", "C", "O", "C", "H", "H", "H", "H", "H", "H", "H", "H", "H", "H", "C", "O", "C", "C", "O", "C", "H", "H", "H", "H", "H", "H", "H", "H", "H", "H", "C", "O", "C", "C", "O", "C", "H", "H", "H", "H", "H", "H", "H", "H", "H", "H", "C", "O", "C", "C", "O", "C", "H", "H", "H", "H", "H", "H", "H", "H", "H", "H", "C", "O", "C", "C", "O", "C", "H", "H", "H", "H", "H", "H", "H", "H", "H", "H", "C", "O", "C", "C", "O", "C", "H", "H", "H", "H", "H", "H", "H", "H", "H", "H"],
  "positions_angstrom": [[0.7239, 1.6607, 1.1546], [0.6509, 0.7584, 0.0136], [-0.8117, 0.3631, -0.4907], [-1.7792, -0.1330, 0.5570], [-1.2583, 1.8864, -1.0075], [-2.5640, 2.3979, -0.6607], [-0.6119, -0.4661, -1.9216], [-0.0767, -1.7808, -1.8765], [1.4573, 1.1454, 1.7749], [-0.1862, 1.9345, 1.6883], [1.3205, 2.5203, 0.8492], [-3.2545, 1.6432, -0.2840], [-2.9798, 2.6340, -1.6402], [-2.3554, 3.3379, -0.1499], [-0.4434, -2.3856, -1.0471], [1.0107, -1.8544, -1.8611], [-0.4762, -2.3543, -2.7129], [-6.1458, 2.1990, -1.8858], [-7.4009, 2.7352, -1.4702], [-7.8256, 2.9234, 0.0796], [-7.0655, 4.1260, 0.6048], [-7.6726, 1.4654, 0.7756], [-8.1449, 1.3227, 2.1214], [-9.4281, 3.2045, 0.0184], [-10.3512, 2.3853, -0.7282], [-5.3236, 2.8743, -2.1229], [-6.3110, 1.6385, -2.8060], [-5.8128, 1.5810, -1.0520], [-7.6625, 0.4770, 2.6114], [-9.2128, 1.2974, 2.3384], [-7.8289, 2.1688, 2.7317], [-11.1689, 3.0017, -1.1019], [-10.8269, 1.7845, 0.0469], [-9.7979, 1.8117, -1.4717], [-4.2525, 7.8256, 0.4319], [-3.1763, 7.9753, -0.6496], [-2.6320, 6.5881, -0.8122], [-2.6382, 6.0479, 0.4819], [-3.8384, 6.5283, 1.0929], [-5.2861, 7.7418, 0.0960], [-4.1521, 8.6389, 1.1505], [-2.4091, 8.5589, -0.1408], [-3.5866, 8.5395, -1.4872], [-1.6176, 6.6915, -1.1975], [-3.1912, 6.0023, -1.5418], [-3.5700, 6.6263, 2.1448], [-4.5340, 5.7217, 0.8615], [-1.3802, -5.8959, -2.0725], [-0.6602, -6.8602, -1.3373], [-1.3462, -8.0197, -0.8601], [-1.5908, -8.9904, -2.0563], [-2.0554, -10.2683, -1.4944], [-1.6286, -11.3305, -2.3034], [-1.5914, -6.2616, -3.0774], [-0.9722, -4.8906, -2.1771], [-2.3708, -5.6803, -1.6721], [-2.1881, -7.7766, -0.2119], [-0.6214, -8.4875, -0.1938], [-0.5742, -9.1278, -2.4247], [-2.2719, -8.6503, -2.8364], [-0.5408, -11.3349, -2.3721], [-2.0409, -11.4128, -3.3090], [-1.8068, -12.3546, -1.9755], [1.8145, 1.8230, -3.5732], [1.3727, 2.2447, -4.8146], [0.8405, 3.5621, -4.9555], [0.4854, 3.8808, -6.4241], [-0.7695, 3.3539, -6.8830], [-0.8415, 1.9333, -7.0748], [0.9797, 1.8774, -2.8745], [2.5205, 2.5563, -3.1833], [2.1184, 0.7900, -3.4039], [1.6221, 4.2835, -4.7172], [-0.0154, 3.5281, -4.2815], [1.2723, 3.5190, -7.0859], [0.2594, 4.9471, -6.4210], [-0.7410, 1.3558, -6.1558], [-0.1271, 1.6175, -7.8350], [-1.8527, 1.6433, -7.3602], [-0.3781, -4.4587, 5.1385], [-1.0361, -4.1312, 3.9530], [-2.4812, -4.4479, 4.0065], [-2.9073, -4.8601, 2.5909], [-2.2112, -4.3171, 1.4382], [-2.5470, -3.0393, 1.1769], [0.0788, -5.4453, 5.0608], [-0.8876, -4.5576, 6.0970], [0.3097, -3.6660, 5.4330], [-3.0728, -3.5766, 4.2878], [-2.6465, -5.3223, 4.6359], [-3.9376, -4.5618, 2.3969], [-3.0707, -5.9270, 2.4391], [-1.8291, -2.5315, 0.5328], [-2.4837, -2.4048, 2.0609], [-3.5670, -3.0691, 0.7939], [1.4527, -6.3740, -4.5913], [0.6991, -5.2345, -4.9236], [1.4795, -4.1103, -5.2559], [1.6910, -4.1275, -6.7571], [0.5994, -3.5638, -7.5220], [-0.4967, -4.3685, -7.7432], [1.9837, -6.7967, -5.4442], [0.9258, -7.2540, -4.2223], [2.1969, -6.2455, -3.8053], [2.4383, -4.1539, -4.7391], [0.9909, -3.2749, -4.7544], [2.0411, -5.1406, -6.9547], [2.5361, -3.4607, -6.9287], [-1.0931, -4.0305, -8.5907], [-1.1828, -4.4599, -6.9012], [-0.2148, -5.4154, -7.8556], [7.9636, 0.7450, 4.1084], [7.8166, -0.5877, 3.5598], [7.4460, -0.6274, 2.2130], [6.0211, -0.1423, 1.8020], [6.2097, 1.3236, 1.5754], [5.1367, 1.9298, 0.8990], [8.8192, 1.3635, 3.8375], [8.0863, 0.5992, 5.1816], [7.0553, 1.3181, 3.9222], [7.4705, -1.7093, 2.0819], [8.2048, -0.2426, 1.5317], [5.2922, -0.4125, 2.5660], [5.6542, -0.8542, 1.0626], [5.1883, 3.0185, 0.8893], [4.1885, 1.6855, 1.3779], [4.9371, 1.6911, -0.1456], [5.1146, 7.9266, -0.5468], [4.1859, 6.9602, 0.0167], [4.0840, 5.6541, -0.6110], [2.8123, 4.9464, -0.0408], [2.9205, 4.5545, 1.3727], [2.6757, 5.5104, 2.2653], [5.1686, 8.8701, -0.0038], [4.8590, 8.1358, -1.5856], [6.0942, 7.4487, -0.5341], [5.0604, 5.1711, -0.5729], [3.7603, 5.5898, -1.6499], [2.5786, 4.0656, -0.6390], [1.9070, 5.5328, -0.1973], [1.6550, 5.8305, 2.0563], [3.3670, 6.3530, 2.2543], [2.8059, 5.2320, 3.3111], [-4.6358, 3.2966, 3.0854], [-3.9255, 2.6050, 4.1740], [-4.3738, 1.2770, 4.3242], [-3.7681, 0.5435, 5.5028], [-2.4010, 0.2006, 5.4340], [-1.9378, -0.6115, 4.3552], [-4.5725, 4.3787, 3.1998], [-5.7166, 3.3108, 3.2257], [-4.3428, 2.9750, 2.0860], [-4.3333, 0.8275, 3.3321], [-5.4446, 1.2672, 4.5276], [-4.2917, -0.3907, 5.7055], [-3.8785, 1.1958, 6.3690], [-2.3125, -1.6344, 4.3191], [-0.8999, -0.8956, 4.5288], [-2.0396, -0.0251, 3.4420], [4.9710, 1.2629, 6.9202], [4.2756, 1.8234, 7.9863], [3.3346, 2.9068, 7.6750], [2.4178, 2.5822, 6.5509], [2.9409, 2.9798, 5.2407], [2.1627, 2.5036, 4.1577], [5.3315, 2.0111, 6.2143], [4.3164, 0.5805, 6.3780], [5.7011, 0.5715, 7.3410], [3.9644, 3.7523, 7.3981], [2.7263, 3.2980, 8.4904], [1.5217, 3.1982, 6.4763], [2.0134, 1.5702, 6.5739], [1.7611, 1.4944, 4.2488], [2.8747, 2.4596, 3.3335], [1.3817, 3.1880, 3.8263], [5.1073, -2.2792, -4.0839], [4.5478, -3.5503, -3.9197], [5.2796, -4.4268, -2.9928], [4.2363, -5.0739, -2.0963], [3.4931, -4.0398, -1.3524], [2.7326, -4.5012, -0.2532], [4.1898, -1.7226, -4.2749], [5.7218, -2.4324, -4.9710], [5.5667, -1.8698, -3.1842], [6.1003, -3.9845, -2.4281], [5.8156, -5.1504, -3.6069], [4.5330, -5.7877, -1.3278], [3.6007, -5.7914, -2.6153], [3.4324, -4.9176, 0.4713], [1.9343, -5.2079, -0.4803], [2.1681, -3.6834, 0.1946]],
  "atomic_forces_ev_per_a": [[2.060, -0.376, -0.034], [-1.096, -0.731, -0.405], [-1.581, 2.065, -0.212], [1.844, 0.176, -2.027], [0.379, -2.686, 0.603], [0.387, 0.147, -1.914], [-0.019, 1.497, 2.529], [-0.274, -1.548, 0.101], [-0.538, -0.070, 0.665], [-0.105, -0.360, -0.418], [-0.623, 0.363, -0.284], [0.437, 0.235, 0.891], [-0.243, 0.433, -0.035], [-0.668, -0.308, 0.590], [-0.045, 0.407, 0.504], [0.034, 0.497, -0.149], [0.197, 0.453, -0.441], [0.251, -0.869, 0.485], [-0.923, -0.146, 0.665], [0.536, 3.008, -0.618], [-1.609, -2.888, 0.035], [-0.501, 0.828, -0.509], [0.675, 0.653, 1.601], [1.786, 0.187, -0.247], [0.127, -0.129, 1.242], [-0.548, 0.857, 0.329], [-0.150, -0.275, 0.286], [0.361, -0.475, -0.444], [-0.053, -0.245, -0.591], [-0.254, -0.333, -1.094], [0.310, 0.295, -0.187], [0.524, 0.228, -0.436], [0.044, -0.669, -0.371], [-0.495, -0.008, -0.106], [0.102, -0.046, 0.505], [-0.862, 1.075, 0.813], [0.665, 0.450, -1.059], [0.728, 0.303, -0.411], [0.232, -1.244, 0.252], [0.128, 0.209, -0.218], [-0.366, 0.106, -0.116], [0.260, 0.205, -0.479], [0.435, -0.343, -0.334], [0.222, -0.510, 0.170], [-0.343, -0.313, 0.043], [-0.538, -0.180, 0.082], [-0.682, 0.177, 0.726], [-1.618, -0.429, -0.571], [0.450, 0.610, 0.400], [0.320, 0.217, -0.859], [0.044, -0.837, 2.054], [0.019, 0.751, -0.699], [0.900, -1.036, -0.519], [0.244, 0.013, -0.320], [1.061, -0.444, 0.374], [-0.234, -0.297, 0.592], [-0.477, 0.145, -0.437], [0.009, -0.203, -0.137], [-0.083, -0.101, -0.544], [0.007, 0.117, 0.085], [0.288, 0.312, -0.315], [-0.185, 0.903, -0.317], [-0.657, 0.323, 1.213], [-1.152, 1.464, 1.802], [0.502, -1.116, -2.323], [0.382, -1.432, -0.198], [-1.616, -1.083, 0.966], [-0.065, -0.650, 0.261], [-0.208, 0.273, 0.405], [-0.419, 0.192, 0.388], [0.683, -0.245, 0.155], [0.461, 0.030, -1.235], [-0.045, 0.297, 0.621], [-0.283, 1.059, -0.027], [0.324, 0.439, -0.018], [0.664, 0.123, -0.423], [0.739, 0.205, 0.212], [0.078, -0.176, 0.047], [-0.057, 0.603, -0.557], [0.905, -0.233, 1.106], [-2.407, -0.111, 0.605], [1.782, -0.024, -1.667], [-1.021, 0.333, -1.929], [1.303, -3.307, 1.838], [-0.477, 2.017, 0.207], [0.627, 0.086, -0.281], [-1.416, 0.180, -0.265], [0.608, -0.135, -0.659], [0.269, -0.018, 0.504], [-0.098, 0.279, 0.329], [-0.505, 0.539, 0.587], [1.197, -0.261, 0.121], [-0.272, -0.509, -0.434], [-0.355, 0.155, 0.325], [-0.245, 0.833, -0.361], [0.723, -0.893, -0.096], [-0.767, -1.367, 1.138], [0.100, -0.455, 0.413], [-0.162, 2.060, 0.773], [1.672, -0.056, 0.324], [-0.997, -1.454, 0.474], [0.276, 0.259, -0.430], [-1.153, 0.519, -0.050], [0.038, 0.724, -0.013], [0.346, -0.182, -0.171], [-0.252, 0.463, -0.841], [-0.567, -0.194, -0.822], [0.001, 0.066, -0.436], [0.378, 0.139, -0.144], [-0.107, 0.554, 0.451], [0.251, -0.197, -0.621], [-0.696, -0.616, 0.730], [0.530, 2.004, 0.614], [-0.923, -1.546, -0.350], [2.069, 0.820, 1.179], [-0.932, -2.166, -0.784], [-1.321, 0.435, 0.099], [0.273, -0.461, -0.856], [-0.231, -0.076, 0.042], [0.016, 0.072, 0.031], [-0.220, -0.189, -0.558], [-0.003, 0.533, 0.034], [0.010, 0.914, 0.803], [0.281, 0.984, -1.497], [0.505, -0.020, 0.519], [-0.191, 0.030, 0.368], [0.768, -0.717, -0.356], [-0.154, -1.776, -0.415], [-0.247, 0.324, -0.650], [-1.402, 0.754, 0.631], [1.301, -0.173, 1.832], [1.218, -2.948, -3.536], [-0.766, 2.855, 1.752], [-0.475, -0.394, 0.372], [-0.097, 0.078, -0.104], [0.329, 0.226, -0.057], [-0.190, -0.533, 0.479], [0.448, 1.135, -0.741], [0.551, -0.474, 0.268], [0.184, 0.744, 0.236], [-0.290, 0.767, 0.705], [-0.021, 0.382, -0.718], [-0.430, -1.040, -0.083], [-0.083, 0.224, 1.535], [-0.538, 1.113, -0.869], [-0.788, 0.203, -0.657], [0.772, -0.299, -0.553], [0.921, -0.099, 0.244], [0.089, 0.429, 0.441], [1.335, 0.005, -0.018], [-0.362, -1.246, -0.113], [0.024, -0.131, 0.131], [0.537, -0.789, 0.005], [-0.486, 0.194, 0.260], [-0.663, 0.007, -0.179], [0.121, -0.034, 0.067], [-1.178, 0.176, -0.180], [0.342, 0.897, 0.155], [0.031, -0.594, -0.377], [-0.719, -0.653, -0.479], [-1.628, 1.291, 1.652], [1.642, -0.331, -0.947], [-1.480, 1.193, -2.222], [0.433, -1.361, 0.716], [1.045, 0.146, -0.700], [0.467, -0.044, 0.070], [-0.273, 0.032, -0.505], [0.482, 0.572, 0.014], [-0.040, 0.269, -0.326], [0.390, -0.976, 0.672], [-0.415, 0.180, 1.443], [0.554, -0.419, -0.129], [-0.093, -0.075, 0.553], [-0.053, 0.020, -0.240], [-0.311, 0.161, 0.398], [-1.146, -0.364, -0.646], [0.795, -2.053, 2.414], [-0.938, -0.134, -0.794], [-1.105, 0.131, 1.701], [0.266, -0.369, -1.521], [0.170, -0.132, 0.006], [0.487, 0.845, -0.458], [0.585, 1.245, 0.104], [0.370, -0.130, -0.154], [-0.430, 0.878, 0.143], [-0.289, -0.530, -0.011], [1.413, 0.209, 0.236], [-0.601, 0.787, -0.750], [-0.223, -0.212, 0.373], [0.223, -0.509, -0.461], [0.498, 0.412, -0.064]],
  "lowdin_charge": [-0.06, -0.23, 0.54, -0.26, -0.26, -0.09, -0.21, -0.12, 0.08, 0.10, 0.07, 0.07, 0.07, 0.09, 0.06, 0.09, 0.08, -0.09, -0.23, 0.48, -0.27, -0.22, -0.11, -0.24, -0.08, 0.08, 0.09, 0.08, 0.09, 0.09, 0.07, 0.09, 0.08, 0.09, -0.16, -0.17, -0.25, -0.15, -0.20, 0.11, 0.11, 0.11, 0.12, 0.12, 0.12, 0.12, 0.11, -0.11, -0.20, -0.17, -0.15, -0.18, -0.15, 0.08, 0.07, 0.08, 0.12, 0.13, 0.11, 0.12, 0.08, 0.08, 0.08, -0.12, -0.21, -0.17, -0.17, -0.20, -0.10, 0.06, 0.08, 0.09, 0.12, 0.13, 0.13, 0.12, 0.08, 0.09, 0.08, -0.15, -0.17, -0.14, -0.17, -0.18, -0.16, 0.09, 0.08, 0.08, 0.10, 0.12, 0.11, 0.12, 0.05, 0.07, 0.10, -0.11, -0.19, -0.19, -0.16, -0.16, -0.15, 0.08, 0.08, 0.06, 0.10, 0.13, 0.12, 0.12, 0.09, 0.08, 0.09, -0.08, -0.18, -0.23, -0.14, -0.18, -0.13, 0.08, 0.08, 0.07, 0.12, 0.12, 0.12, 0.11, 0.07, 0.07, 0.08, -0.08, -0.21, -0.16, -0.13, -0.20, -0.18, 0.08, 0.08, 0.08, 0.12, 0.11, 0.11, 0.12, 0.10, 0.08, 0.08, -0.06, -0.17, -0.24, -0.19, -0.19, -0.08, 0.08, 0.07, 0.08, 0.12, 0.11, 0.12, 0.13, 0.05, 0.09, 0.08, -0.13, -0.19, -0.15, -0.19, -0.20, -0.13, 0.09, 0.08, 0.09, 0.12, 0.13, 0.13, 0.13, 0.08, 0.07, 0.09, -0.10, -0.23, -0.15, -0.16, -0.20, -0.11, 0.09, 0.09, 0.09, 0.12, 0.12, 0.11, 0.09, 0.09, 0.08, 0.08],
  "lumo_ev": 0.45,
  "smiles": "COP(=O)(OC)OC.COP(=O)(OC)OC.C1CCOC1.COCCOC.COCCOC.COCCOC.COCCOC.COCCOC.COCCOC.COCCOC.COCCOC.COCCOC",
  "total_charge": 0,
  "homo_ev": -9.17
}